--- w ---
Formula: C25H45N8O9
Source: the Open Molecules 2025 dataset
Level of theory: the ωB97M-V functional and the def2-TZVPD basis

Atoms and positions in Å:
C 1.05042 -0.18042 1.81943
C -0.35097 0.17277 2.23229
C -0.32312 1.33539 3.12471
C -1.68287 1.90774 3.34579
C -2.35346 2.49541 2.08583
C -2.33734 1.41943 0.97403
N -1.24045 0.51058 0.97269
O -1.11565 -0.21948 -0.05852
C -2.48118 2.15607 -0.48608
C -3.68262 0.74980 1.01329
C -1.08738 -1.14272 2.75797
H 1.09357 -1.01348 1.10387
H 1.67728 -0.25613 2.67406
H 1.54308 0.54014 1.25269
H 0.15239 2.06861 2.72870
H 0.30021 1.10763 3.95338
H -1.63577 2.67255 4.22647
H -2.48333 1.21459 3.65436
H -1.66882 3.33527 1.68340
H -3.23027 2.82416 2.18289
H -3.02843 3.01464 -0.49385
H -2.61815 1.45189 -1.25739
H -1.52896 2.60380 -0.86144
H -3.88635 -0.07189 0.32576
H -4.51191 1.33505 0.95597
H -3.68512 0.15224 1.99398
H -0.58680 -1.25327 3.70981
H -1.17012 -1.93662 2.17426
H -2.00827 -1.09540 3.22712
N -1.13090 0.22565 -5.39151
C -2.36238 0.44858 -4.73529
C -2.40497 -0.44328 -3.42032
C -1.06068 -1.18031 -3.50464
C -0.31315 -0.64272 -4.71211
H -0.97223 0.56321 -6.30218
H -3.05203 1.28584 -5.12399
H -3.03869 -0.23979 -2.74571
H -0.90221 -1.82884 -2.84690
H 0.88320 -0.77668 -5.21345
N 1.10032 -5.67074 -1.79494
C 2.30840 -5.20458 -1.32392
C 1.81189 -4.12852 -0.39979
C 0.31115 -3.93090 -0.62944
C -0.08694 -4.95581 -1.68653
H 0.77878 -6.56654 -2.43158
H 3.28269 -5.44350 -1.37987
H 2.37163 -3.57189 0.35517
H -0.25749 -3.36500 -0.22942
H -1.15393 -5.22587 -2.08651
N 4.15705 -0.17721 4.36554
C 3.42811 -0.04911 5.49603
C 2.69616 1.36810 5.36764
C 3.14763 1.91710 4.05731
C 4.09779 0.88941 3.40206
H 4.62123 -1.01375 3.99570
H 3.52313 -0.89089 6.14888
H 1.93545 1.85441 6.15057
H 2.83786 2.68779 3.55605
H 4.50733 0.98003 2.38597
C 3.03567 -2.17442 -2.78060
N 2.72581 -0.89844 -2.21030
O 2.80121 -0.76446 -0.95391
O 2.06507 -0.05144 -2.89542
H 3.99682 -2.42719 -2.23367
H 3.09089 -1.90133 -3.85452
H 2.21232 -2.74789 -2.52456
C 0.81539 2.54350 -3.72409
N 0.03853 3.82468 -3.68532
O -0.76660 3.94017 -2.86964
O 0.60523 4.74440 -4.45344
H 0.50568 1.83861 -2.94096
H 1.87625 2.85453 -3.78323
H 0.55469 1.97977 -4.71286
C 2.61593 5.13011 -0.62480
N 1.93075 4.35066 0.45093
O 1.57843 3.14604 0.14080
O 1.94051 4.71378 1.57372
H 2.20984 6.16133 -0.44897
H 2.29547 5.11842 -1.65058
H 3.57862 5.07924 -0.35134
C -3.55500 -4.41907 0.55865
N -4.48928 -3.17443 0.61548
O -5.48680 -3.26628 -0.07173
O -4.33951 -2.43830 1.53680
H -3.46816 -4.75881 1.38660
H -2.73101 -4.16320 0.35600
H -3.82056 -5.05252 -0.18733

Computed properties:
Total charge: +1
Orbital gap: 4.52 eV

These are the Mulliken partial charges, in e, on atoms 1 to 5: -1.6662, 1.7601, -1.1677, -0.9446, -1.6268

***

--- x ---
Formula: C25H45N8O9
Source: the Open Molecules 2025 dataset
Level of theory: the ωB97M-V functional and the def2-TZVPD basis

Atoms and positions in Å:
C -0.41514 -2.93168 0.36270
C 0.21462 -1.86601 -0.51754
C -0.94115 -1.29500 -1.35939
C -0.61840 -0.00280 -2.11531
C -0.23094 1.16051 -1.12582
C 1.05643 0.61011 -0.21487
N 0.97500 -0.80556 0.15378
O 1.72118 -1.14131 1.04752
C 1.27624 1.57443 0.93489
C 2.40684 0.67605 -1.16763
C 1.21714 -2.64099 -1.53321
H -1.05283 -3.67377 -0.25136
H -1.12541 -2.35971 0.98624
H 0.18495 -3.30392 1.00438
H -1.83823 -1.01181 -0.79458
H -1.36087 -1.99181 -2.13796
H -1.44521 0.33279 -2.61844
H 0.30930 -0.37529 -2.84335
H -0.98421 1.46240 -0.45238
H 0.01569 2.21478 -1.59543
H 0.53260 1.55960 1.79699
H 1.28043 2.82372 0.61724
H 2.23751 1.26484 1.35559
H 2.44468 1.80720 -1.59536
H 2.44322 -0.06841 -1.95347
H 3.24180 0.59063 -0.50125
H 1.97220 -3.04849 -0.82691
H 1.81955 -2.18761 -2.29843
H 0.79249 -3.52503 -2.06408
N 6.50490 0.15376 1.42174
C 5.28027 -0.54538 1.21406
C 4.80657 -1.02366 2.60666
C 5.69548 -0.39231 3.57929
C 6.71668 0.44225 2.78411
H 7.13305 0.44735 0.78934
H 4.94673 -0.92221 0.28856
H 3.97793 -1.74762 2.95500
H 5.50250 -0.71331 4.62305
H 7.52457 0.82152 3.09148
N 4.40274 2.33451 2.71004
C 4.39587 3.20057 1.65902
C 3.69124 4.51098 2.17743
C 3.59603 4.20933 3.70209
C 3.81787 2.63341 3.91498
H 4.68576 1.25380 2.72201
H 4.68287 3.05278 0.66662
H 3.36251 5.31038 1.68464
H 3.40516 4.75909 4.65171
H 3.82488 2.01264 4.75400
N -1.66750 4.04557 -2.63686
C -1.86104 3.55537 -3.89916
C -0.74281 4.08385 -4.76356
C 0.12281 4.90595 -3.82936
C -0.55973 4.78669 -2.32553
H -2.32724 3.88167 -1.86680
H -2.76748 3.09035 -4.09809
H -0.41750 3.85638 -5.74814
H 1.20944 5.38723 -3.98672
H -0.13287 5.22324 -1.31331
C -4.73888 -2.21991 -2.34261
N -4.50204 -2.21414 -0.88991
O -3.58811 -2.98226 -0.42006
O -5.40567 -1.83954 -0.15216
H -5.50432 -1.40783 -2.59320
H -4.91254 -3.29206 -2.69437
H -3.84696 -1.84645 -2.82803
C -3.54597 0.07350 2.80554
N -2.29757 0.74156 2.44984
O -2.32756 1.89678 2.18012
O -1.33144 0.05875 2.28901
H -4.20450 0.05801 1.91322
H -3.85696 0.75978 3.62570
H -3.21186 -1.08142 3.01196
C -2.09411 -7.31091 -0.25016
N -1.66800 -8.32749 0.66097
O -0.73352 -9.02201 0.32745
O -2.38592 -8.44833 1.66489
H -2.53158 -7.78443 -0.95732
H -1.26020 -6.63249 -0.40353
H -2.86210 -6.71557 0.18838
C -6.06790 1.43382 -0.86232
N -4.71981 1.83328 -0.85064
O -4.39939 3.00150 -0.57973
O -3.85671 0.96839 -1.06115
H -6.51307 1.43616 0.43319
H -6.02458 0.46315 -0.89275
H -6.54791 1.93814 -1.59316

Computed properties:
Total charge: +1
Orbital gap: 3.86 eV

These are the Mulliken partial charges, in e, on atoms 1 to 5: -1.9106, 0.9958, -0.2680, -1.4842, -0.9182

***

Stability check: which of them is least stable? w.

***

--- w ---
Formula: C3H11NO2
Source: the Open Molecules 2025 dataset
Level of theory: the ωB97M-V functional and the def2-TZVPD basis

Atoms and positions in Å:
C -1.78786 0.68391 0.55275
C -0.26751 0.67420 0.83717
O 0.37954 1.30365 -0.18630
C 0.07209 -0.89915 0.76465
N 1.48813 -1.35538 0.87465
H -2.37106 1.60407 0.34524
H -1.94654 -0.07471 -0.35171
H -2.28162 0.22091 1.46517
H 0.06544 0.99324 1.86197
H 1.12931 1.82330 0.17963
H -0.33826 -1.30010 1.72113
H -0.32140 -1.38992 -0.06234
H 1.79441 -1.10268 1.87943
H 2.09156 -0.79884 0.39490
O 0.03739 -0.40617 -2.38364
H -0.13274 -0.92952 -3.19751
H 0.45823 0.50829 -2.72637

Computed properties:
SMILES: C[C@H](O)CN.O
Orbital gap: 9.57 eV

These are the natural (NBO) partial charges, in e, on atoms 1 to 5: -0.6438, 0.0802, -0.7253, -0.2286, -0.8047

***

--- x ---
Formula: C3H11NO2
Source: the Open Molecules 2025 dataset
Level of theory: the ωB97M-V functional and the def2-TZVPD basis

Atoms and positions in Å:
C -0.43593 -3.43179 0.27871
C -0.41472 -2.16164 -0.09221
N -0.20903 -1.06890 0.78236
C 0.98967 -0.24568 0.50407
H -0.26704 -3.80810 1.28723
H -0.67047 -4.20281 -0.42220
H -0.59125 -1.82855 -1.11378
H -0.22050 -1.35208 1.74241
H 0.69017 0.72122 0.08957
H 1.57645 -0.15905 1.40628
H 1.61209 -0.73174 -0.24963
O -2.37511 0.67972 -0.20747
H -1.64945 0.10154 0.11134
H -3.08085 0.55604 0.43225
O 1.31607 5.67288 -1.38779
H 1.61790 5.70973 -2.30072
H 2.11201 5.54921 -0.86042

Computed properties:
SMILES: C=CNC.O.O
Orbital gap: 9.80 eV

These are the natural (NBO) partial charges, in e, on atoms 1 to 5: -0.4713, -0.0011, -0.6601, -0.4167, 0.1946

***

Stability check: which of them is least stable? w.

***

--- w ---
Formula: C4H4ClNOS
Source: the Open Molecules 2025 dataset
Level of theory: the ωB97M-V functional and the def2-TZVPD basis

Atoms and positions in Å:
N 0.47712 -0.16265 -2.00837
C -0.01468 -0.55362 -0.89608
C -0.71767 -1.95408 -0.96473
O -1.50449 -2.36542 -0.08253
C -0.09014 0.09808 0.37746
Cl -0.91981 -0.49199 1.81979
C 0.60122 1.29051 0.68202
S 1.49236 2.26883 -0.40538
H 0.56778 -0.92382 -2.65734
H 1.20020 0.66849 -2.05116
H -0.41923 -2.53163 -1.97969
H 0.43402 1.62610 1.76472

Computed properties:
SMILES: N/C(C=O)=C(/Cl)C=S
Orbital gap: 7.11 eV

These are the natural (NBO) partial charges, in e, on atoms 1 to 5: -0.7241, 0.1815, 0.3907, -0.4552, -0.2113

***

--- x ---
Formula: C4H4ClNOS
Source: the Open Molecules 2025 dataset
Level of theory: the ωB97M-V functional and the def2-TZVPD basis

Atoms and positions in Å:
C 0.76964 0.66990 -0.67859
C 0.37453 -0.68435 -0.53510
C 0.02492 1.62830 -0.04248
C 0.60175 -1.36387 0.62351
N -1.39225 0.10239 0.67797
O -1.14505 1.34358 0.45759
S 0.89687 -3.03166 0.68597
Cl -3.03471 -0.29840 0.24901
H 1.38363 1.02170 -1.47780
H 0.24635 -1.32072 -1.44807
H 0.30466 2.73635 0.01994
H 0.96966 -0.80324 1.46806

Computed properties:
Orbital gap (spin up / spin down): 7.00 / 7.42 eV

These are the natural (NBO) partial charges, in e, on atoms 1 to 5: -0.3412, -0.1549, 0.1523, -0.2762, -0.1156

***

Stability check: which of them is least stable? x.

***

--- w ---
Formula: C7H6N2O2
Source: the Open Molecules 2025 dataset
Level of theory: the ωB97M-V functional and the def2-TZVPD basis

Atoms and positions in Å:
C -2.33600 -0.50782 0.07928
C -2.19519 0.98042 -0.16530
C 0.30530 0.64593 -0.31381
C 1.69596 1.20472 0.10787
C 2.71972 0.17517 0.47787
C 2.39057 -1.09884 -0.12797
C 0.08430 -0.78124 -0.15933
H -2.65162 1.64818 1.03190
H -3.16821 1.49755 -1.10965
H 2.01224 2.16264 0.20588
H 3.82899 0.41324 0.55301
H 3.08301 -1.89769 -0.19618
H -1.45869 -2.26911 0.12106
N 1.13478 -1.59445 -0.22409
N -1.23779 -1.41035 -0.35818
O -3.60481 -0.74046 0.42498
O -0.60255 1.57212 -0.34733

Computed properties:
Orbital gap: 8.11 eV

These are the natural (NBO) partial charges, in e, on atoms 1 to 5: 0.5740, -0.2156, 0.2726, -0.1866, -0.2538

***

--- x ---
Formula: C7H6N2O2
Source: the Open Molecules 2025 dataset
Level of theory: the ωB97M-V functional and the def2-TZVPD basis

Atoms and positions in Å:
N 2.70044 -1.58196 2.37102
C 1.90881 -1.40942 1.52782
C 0.88941 -1.32675 0.50311
N 0.66948 -2.71695 -0.14892
O 0.35458 -3.61072 0.58366
O 0.67080 -2.68105 -1.33312
C -0.42097 -0.87473 1.23441
C -1.27672 0.05090 0.82220
C -0.93212 0.86020 -0.37021
C 0.22434 0.73736 -0.97825
C 1.24732 -0.30154 -0.65666
H -0.78892 -1.40251 2.10772
H -2.18812 0.25946 1.41179
H -1.59437 1.53546 -0.86927
H 0.45110 1.40500 -1.68674
H 1.52493 -0.69500 -1.60477
H 2.07024 0.23598 -0.29015

Computed properties:
SMILES: N#C[C@@]1([N+](=O)[O-])C=CC=CC1
Orbital gap: 9.47 eV

These are the natural (NBO) partial charges, in e, on atoms 1 to 5: -0.2535, 0.2584, -0.0963, 0.5671, -0.3458

***

Stability check: which of them is least stable? w.